{
  "formula": "C20H22Cl2GeNPd",
  "method": "ωB97M-V/def2-TZVPD",
  "symbols": ["Pd", "C", "C", "C", "C", "C", "C", "C", "C", "C", "C", "C", "C", "C", "C", "C", "N", "H", "H", "H", "H", "H", "H", "H", "H", "H", "H", "Cl", "C", "Cl", "H", "H", "C", "Ge", "C", "C", "C", "H", "H", "H", "H", "H", "H", "H", "H", "H", "H"],
  "positions_angstrom": [[-1.0654, -0.0590, -0.0705], [-4.4012, 2.2669, -1.6660], [-3.7325, 3.1290, -2.5202], [-2.3540, 3.0475, -2.6276], [-1.6531, 2.1283, -1.8523], [-2.3116, 1.2813, -0.9404], [-3.6970, 1.3455, -0.8935], [-0.2093, 1.9306, -1.9547], [0.6364, 2.6054, -2.8662], [1.9589, 2.2993, -2.9128], [2.5044, 1.3591, -2.0050], [3.8748, 1.0188, -1.9813], [4.3650, 0.1392, -1.0555], [3.5032, -0.4057, -0.0867], [2.1714, -0.0823, -0.0892], [1.6297, 0.7618, -1.0786], [0.2853, 1.0112, -1.1269], [-5.4815, 2.3020, -1.6040], [-4.2823, 3.8454, -3.1147], [-1.8393, 3.6993, -3.3215], [-4.2655, 0.6566, -0.2795], [0.2164, 3.3383, -3.5376], [2.6116, 2.7809, -3.6303], [4.5341, 1.4714, -2.7113], [5.4146, -0.1182, -1.0461], [3.8994, -1.0576, 0.6792], [1.5418, -0.3417, 0.7792], [-1.7094, 1.3439, 3.0887], [-3.1329, 0.6143, 2.3908], [-2.7391, -0.8694, 1.4343], [-3.5981, 1.3090, 1.7029], [-3.8041, 0.2763, 3.1716], [0.4820, -1.6235, 3.6394], [0.6992, -2.6290, 1.9940], [2.4878, -3.3973, 1.8748], [-0.6620, -4.0116, 1.7314], [0.3048, -1.5126, 0.3933], [0.8043, -2.2378, 4.4804], [-0.5531, -1.3293, 3.7999], [1.0944, -0.7211, 3.6293], [2.5452, -4.2799, 2.5124], [3.2431, -2.6924, 2.2222], [2.7260, -3.6987, 0.8548], [-0.5510, -4.7432, 2.5326], [-0.5239, -4.5252, 0.7809], [-1.6722, -3.6082, 1.7762], [0.7047, -2.0175, -0.4958]],
  "forces_ev_per_a": [[-0.06, 0.03, -0.02], [-0.01, -0.01, 0.01], [0.01, 0.00, 0.00], [-0.01, 0.01, -0.01], [-0.01, 0.00, 0.00], [0.00, 0.01, 0.00], [0.00, 0.01, -0.03], [0.01, -0.02, 0.01], [0.00, 0.01, 0.00], [0.01, 0.00, -0.01], [0.00, 0.00, 0.02], [0.00, 0.00, -0.01], [0.01, 0.00, 0.01], [-0.02, 0.00, 0.00], [0.03, 0.02, -0.06], [-0.01, 0.00, 0.00], [0.06, 0.00, -0.02], [0.00, 0.00, 0.00], [0.00, 0.00, 0.00], [0.00, 0.00, 0.00], [0.00, 0.01, 0.03], [-0.01, 0.00, 0.00], [0.00, 0.00, 0.00], [0.00, 0.00, 0.00], [0.00, 0.00, 0.00], [0.00, 0.00, 0.00], [-0.02, -0.01, 0.05], [0.02, 0.00, 0.00], [-0.02, -0.01, 0.00], [-0.01, -0.03, 0.00], [0.00, 0.00, -0.01], [0.00, 0.01, 0.01], [-0.01, 0.04, 0.03], [0.04, -0.05, -0.04], [0.02, 0.00, -0.01], [0.01, 0.02, 0.02], [0.03, -0.02, 0.06], [-0.01, 0.00, 0.00], [-0.01, -0.01, -0.01], [0.01, 0.00, -0.01], [-0.01, 0.00, 0.00], [-0.01, 0.00, 0.00], [-0.01, 0.00, 0.00], [-0.01, -0.01, -0.01], [0.00, 0.00, 0.00], [0.01, 0.00, 0.00], [-0.01, 0.02, -0.02]],
  "mulliken_charge": [-0.335, -0.749, -0.795, -0.592, 0.536, -0.628, 0.065, 1.658, -0.674, -0.861, 1.310, -0.801, -0.897, -0.311, -0.666, 0.049, -0.474, 0.416, 0.410, 0.353, 0.621, 0.374, 0.446, 0.434, 0.415, 0.351, 0.639, -0.097, -0.437, -0.072, 0.390, 0.415, -1.097, 0.672, -1.281, -1.136, -0.458, 0.425, 0.271, 0.370, 0.403, 0.372, 0.406, 0.391, 0.380, 0.339, 0.450],
  "spin_multiplicity": 1,
  "homo_energy_ev": -11.4,
  "e_above_lowest_kj_mol": 230.8,
  "energy_ha": -3954.94331,
  "charge": 1
}

=====

{
  "formula": "C20H22ClN3O6S2",
  "method": "ωB97M-V/def2-TZVPD",
  "symbols": ["C", "N", "S", "O", "O", "C", "C", "C", "C", "C", "C", "H", "H", "Cl", "N", "C", "O", "C", "H", "H", "O", "C", "O", "C", "N", "C", "O", "C", "C", "C", "C", "S", "H", "H", "H", "C", "H", "C", "H", "C", "H", "H", "H", "H", "H", "H", "H", "C", "H", "H", "H", "H", "H", "H"],
  "positions_angstrom": [[-3.0992, 0.9193, -0.7023], [-3.4347, 2.3192, -0.7593], [-2.1225, 3.3497, -0.9005], [-2.6395, 4.6775, -1.0333], [-1.2875, 2.8273, -1.9414], [-1.2735, 3.1949, 0.6713], [-0.3553, 2.1827, 0.8306], [0.2556, 1.9648, 2.0651], [-0.1378, 2.7590, 3.1484], [-1.0460, 3.7968, 2.9657], [-1.6139, 4.0236, 1.7256], [-2.3117, 4.8282, 1.5616], [-1.3151, 4.4082, 3.8123], [0.4270, 2.4363, 4.7382], [1.1835, 0.9267, 2.1538], [2.3994, 0.9949, 2.7551], [2.8376, 1.9440, 3.3579], [3.2298, -0.2834, 2.5951], [3.6410, -0.5523, 3.5716], [4.0547, -0.0712, 1.9037], [2.4788, -1.3910, 2.1175], [2.7188, -1.8147, 0.8728], [3.5770, -1.3885, 0.1501], [1.8383, -3.0157, 0.5359], [1.1975, -2.8168, -0.7569], [0.7422, -1.5847, -1.0444], [0.7825, -0.7121, -0.1687], [0.2012, -1.2567, -2.3601], [-0.0750, 0.0276, -2.7598], [-0.6068, 0.1116, -4.0575], [-0.7352, -1.1064, -4.6464], [-0.1988, -2.3774, -3.6305], [-1.1115, -1.3447, -5.6217], [-0.8840, 1.0436, -4.5134], [0.1012, 0.8959, -2.1523], [1.3033, -3.9876, -1.6039], [1.9933, -3.7959, -2.4328], [1.8435, -5.0726, -0.6725], [1.0195, -5.5764, -0.1662], [2.6712, -4.2822, 0.3362], [3.6349, -4.0082, -0.0965], [2.8361, -4.8170, 1.2683], [2.4309, -5.8151, -1.2072], [0.3284, -4.2597, -2.0142], [1.0842, -3.1290, 1.3244], [1.0573, 0.2043, 1.4462], [-0.0905, 1.5522, -0.0028], [-4.4284, 2.7568, 0.1882], [-4.1442, 2.5292, 1.2240], [-4.5382, 3.8313, 0.0671], [-5.3779, 2.2701, -0.0356], [-2.3194, 0.7386, -1.4375], [-3.9795, 0.3294, -0.9598], [-2.7426, 0.6154, 0.2906]],
  "forces_ev_per_a": [[0.23, -0.38, -0.08], [0.76, 0.72, -0.32], [-0.30, -0.13, 0.06], [-0.06, 0.02, 0.36], [0.15, -0.29, 0.15], [-0.31, 0.05, -0.57], [0.15, -0.08, 0.05], [-0.16, 0.44, 0.06], [0.01, -0.03, -0.23], [0.03, -0.07, -0.12], [-0.07, 0.11, 0.07], [-0.09, 0.13, 0.07], [0.00, 0.05, 0.08], [-0.22, 0.00, 0.25], [-0.31, -0.28, -0.25], [0.20, -0.45, -0.08], [0.29, 0.05, -0.09], [0.54, 0.38, 0.09], [-0.12, 0.09, -0.14], [-0.16, -0.01, 0.19], [-0.21, -0.04, 0.32], [0.27, -0.33, -0.21], [-0.05, -0.05, 0.01], [0.04, 0.26, 0.32], [0.15, 0.06, 0.30], [-0.07, 0.04, 0.37], [-0.19, 0.10, -0.15], [-0.25, 0.01, -0.76], [0.19, -0.30, 0.28], [-0.07, -0.04, -0.13], [0.13, -0.35, 0.26], [-0.08, 0.55, -0.05], [-0.09, 0.00, -0.21], [-0.07, 0.16, -0.14], [0.05, 0.06, 0.18], [-0.01, -0.34, -0.48], [-0.06, -0.06, 0.03], [0.00, 0.11, 0.03], [-0.02, -0.04, -0.02], [-0.09, 0.01, -0.02], [0.00, 0.02, 0.02], [0.04, 0.01, 0.03], [-0.04, -0.04, -0.03], [0.13, -0.05, 0.03], [0.13, 0.01, -0.09], [0.05, -0.02, 0.22], [0.11, -0.10, -0.08], [-0.26, 0.28, 0.24], [-0.03, -0.02, 0.00], [-0.23, 0.00, 0.14], [0.03, 0.00, 0.00], [-0.04, -0.26, 0.02], [0.01, 0.02, 0.00], [-0.03, -0.03, 0.01]],
  "mulliken_charge": [-0.595, 0.050, 1.059, -0.730, -0.600, -0.058, -0.313, -0.604, 0.834, -0.693, -0.461, 0.531, 0.450, -0.208, 0.002, 0.524, -0.613, -0.500, 0.325, 0.323, -0.387, 0.315, -0.643, 0.372, 0.216, 0.472, -0.711, 0.559, -0.924, -0.879, -0.298, -0.171, 0.461, 0.478, 0.683, -0.784, 0.446, -0.855, 0.362, -0.898, 0.373, 0.397, 0.398, 0.452, 0.211, 0.454, 0.377, -0.943, 0.326, 0.353, 0.330, 0.030, 0.421, 0.283],
  "smiles": "CN(C)S(=O)(=O)c1ccc(Cl)c(NC(=O)COC(=O)[C@@H]2CCCN2C(=O)c2cccs2)c1",
  "spin_multiplicity": 1,
  "homo_energy_ev": -8.9,
  "energy_ha": -2647.64974
}

=====

{
  "formula": "C20H22CoN4O2Sb",
  "method": "ωB97M-V/def2-TZVPD",
  "symbols": ["Co", "C", "C", "C", "C", "C", "C", "N", "Sb", "C", "C", "C", "C", "C", "C", "N", "C", "C", "C", "C", "C", "C", "N", "H", "H", "H", "H", "H", "H", "H", "H", "H", "H", "H", "H", "H", "H", "H", "H", "H", "H", "N", "C", "C", "O", "O", "H", "H", "H", "H"],
  "positions_angstrom": [[-0.0061, -0.0049, 0.7658], [3.2045, -0.0418, 2.2291], [3.0879, -0.3636, 0.7710], [4.1871, -0.8598, 0.0721], [4.0609, -1.1880, -1.2615], [2.8334, -0.9865, -1.8834], [1.7850, -0.4855, -1.1372], [1.9134, -0.1915, 0.1679], [-0.0068, 0.0696, -2.2708], [-0.0236, 1.9780, -1.2218], [-0.0361, 3.1840, -1.8956], [-0.0419, 4.3612, -1.1593], [-0.0343, 4.2842, 0.2203], [-0.0219, 3.0403, 0.8430], [-0.0137, 2.9227, 2.3352], [-0.0171, 1.9116, 0.1213], [-1.7858, -0.5243, -1.1356], [-2.8203, -1.0614, -1.8758], [-4.0433, -1.2849, -1.2524], [-4.1806, -0.9370, 0.0751], [-3.0958, -0.4029, 0.7685], [-3.2290, -0.0485, 2.2177], [-1.9232, -0.2166, 0.1654], [4.2447, 0.1190, 2.5029], [2.8284, -0.8727, 2.8307], [2.6414, 0.8603, 2.4676], [5.1262, -0.9878, 0.5916], [4.9007, -1.5871, -1.8138], [2.7000, -1.2181, -2.9318], [-0.0406, 3.2033, -2.9768], [-0.0516, 5.3222, -1.6559], [-0.0376, 5.1793, 0.8261], [-0.0015, 3.9046, 2.8015], [0.8637, 2.3672, 2.6680], [-0.8985, 2.3859, 2.6796], [-2.6803, -1.3032, -2.9210], [-4.8716, -1.7138, -1.7998], [-5.1184, -1.0771, 0.5941], [-4.2709, 0.1378, 2.4684], [-2.6524, 0.8479, 2.4438], [-2.8800, -0.8711, 2.8459], [-0.0132, -0.2112, 2.9582], [-0.0384, -1.6686, 3.2352], [-0.0164, -2.5488, 1.9626], [0.0442, -3.7499, 2.1111], [0.0079, -1.9195, 0.8360], [0.8033, 0.2003, 3.3920], [-0.8083, 0.2308, 3.4013], [-0.9326, -1.9422, 3.7942], [0.8078, -1.9697, 3.8519]],
  "forces_ev_per_a": [[-0.02, -0.32, -0.04], [-0.04, 0.02, -0.02], [0.18, -0.11, 0.15], [-0.04, 0.00, -0.08], [-0.05, 0.04, 0.09], [0.00, -0.03, -0.02], [-0.19, 0.01, -0.20], [-0.25, 0.07, -0.02], [-0.01, 0.17, 0.18], [0.00, -0.21, -0.15], [0.00, 0.05, 0.00], [0.00, -0.03, 0.03], [0.00, -0.05, -0.04], [0.00, 0.09, 0.04], [0.00, -0.01, -0.01], [0.00, -0.19, 0.18], [0.19, 0.01, -0.20], [0.00, -0.03, -0.03], [0.06, 0.04, 0.10], [0.03, 0.00, -0.08], [-0.17, -0.11, 0.14], [0.04, 0.03, -0.03], [0.24, 0.09, 0.00], [0.00, 0.00, 0.02], [-0.02, 0.01, -0.01], [0.01, 0.00, 0.00], [0.01, 0.00, -0.01], [0.00, 0.00, -0.01], [0.00, 0.00, 0.00], [0.00, 0.01, 0.00], [0.00, 0.00, 0.00], [0.00, 0.00, 0.01], [0.00, 0.00, 0.01], [0.00, 0.05, -0.01], [0.00, 0.04, -0.01], [0.00, 0.00, 0.00], [0.00, 0.00, -0.01], [-0.01, 0.00, -0.01], [0.00, 0.00, 0.02], [-0.02, 0.00, 0.01], [0.03, 0.01, -0.01], [-0.01, -0.03, -0.03], [-0.15, -0.21, -0.23], [0.53, 0.04, 0.41], [-0.21, 0.05, -0.03], [-0.14, 0.45, -0.09], [-0.01, 0.01, -0.02], [0.01, 0.01, -0.01], [-0.01, 0.03, 0.04], [0.00, 0.01, -0.03]],
  "mulliken_spin": [0.997, -0.003, -0.002, 0.000, -0.001, -0.005, 0.020, -0.013, 0.004, 0.008, -0.007, -0.001, -0.001, -0.007, -0.002, -0.016, 0.020, -0.005, -0.001, 0.000, -0.002, -0.002, -0.013, 0.000, 0.000, 0.001, 0.000, 0.000, 0.000, 0.001, 0.000, 0.000, 0.000, 0.000, 0.000, 0.000, 0.000, 0.000, 0.000, 0.001, 0.000, 0.058, -0.001, 0.001, -0.002, -0.020, -0.004, -0.003, 0.000, 0.000],
  "spin_multiplicity": 2,
  "homo_energy_ev": [-11.3, -11.5],
  "e_above_lowest_kj_mol": 12.3,
  "energy_ha": -2767.68676,
  "charge": 1
}